Record 1
CH2I3P as an isolated structure, computed with the ωB97M-V functional and the def2-TZVPD basis.

```
7
Properties=species:S:1:pos:R:3:forces:R:3:nbo_charge:R:1
C 1.2278 -0.0225 -0.3780 1.00 0.37 0.56 -0.7803
P 0.3125 0.0514 1.1272 -0.54 1.52 -0.57 0.5042
I 2.4076 1.6806 -0.9165 -1.00 -0.96 0.26 0.3554
I -4.8444 -0.2671 -1.0207 0.36 0.01 0.13 -0.6275
I 2.0155 -1.8529 -0.9505 -0.50 0.46 0.01 0.4032
H -0.6915 -0.9385 1.0740 -0.02 0.03 -0.30 0.0678
H -0.4274 1.3491 1.0644 0.70 -1.42 -0.08 0.0772
```
Positions in Å, forces in eV/Å.

Output
**LUMO energy (spin up / spin down)**: -4.19 / -4.18 eV
**Strongest force on any atom**: 1.705 eV/A
**Orbital gap (spin up / spin down)**: 2.51 / 2.52 eV
**Multiplicity**: 1

***

Record 2
C32H32AsN3O2Pd as an isolated structure, computed with the ωB97M-V functional and the def2-TZVPD basis.

```
71
Properties=species:S:1:pos:R:3:forces:R:3:mulliken_charge:R:1
Pd -0.5411 0.0796 -0.5781 -0.41 -0.14 -0.42 -0.5369
C -4.5440 2.1375 1.9373 0.03 0.00 0.03 -0.5071
O -4.6780 1.8900 0.5218 0.03 0.02 0.06 -0.4564
C -3.6942 0.9977 0.2196 -0.06 0.00 -0.22 -0.0094
N -2.9043 0.6265 1.1239 0.06 -0.10 0.19 -0.3022
C -3.2479 1.3841 2.3313 0.03 0.06 0.02 -0.2021
C -2.1266 2.3100 2.7555 0.02 -0.06 -0.11 0.3329
C -2.1365 2.8565 4.0333 0.03 0.03 0.07 -0.4595
C -1.1329 3.7273 4.4348 -0.06 -0.04 0.00 -0.5933
C -0.1090 4.0547 3.5568 0.01 -0.01 -0.04 -0.4266
C -0.0955 3.5068 2.2811 0.04 0.03 0.02 -0.5833
C -1.0990 2.6370 1.8792 -0.09 0.02 0.02 -0.0091
C -3.7055 0.5370 -1.1923 0.06 0.02 0.03 0.4604
C -4.9323 0.4639 -1.8379 -0.07 0.00 -0.04 -0.6297
C -4.9752 0.0401 -3.1521 -0.05 0.01 0.01 -0.6005
C -3.7864 -0.2740 -3.7784 0.06 -0.01 -0.03 -0.5741
C -2.6025 -0.1653 -3.0591 -0.01 0.00 -0.05 0.5599
N -2.5433 0.2284 -1.7826 -0.06 0.09 0.12 0.0582
C -1.3252 -0.4815 -3.7360 -0.21 0.06 -0.12 0.0262
N -0.2580 -0.8191 -3.1667 0.19 -0.07 0.11 -0.3085
C 0.7619 -0.9679 -4.2056 0.05 0.08 -0.02 -0.0973
C -0.0240 -0.7517 -5.5263 0.08 -0.02 0.02 -0.5347
O -1.3535 -0.3927 -5.0934 0.05 0.01 0.03 -0.4372
C 1.9111 0.0052 -4.0209 -0.07 0.01 0.09 0.2225
C 1.9099 0.9402 -2.9910 -0.02 -0.10 -0.10 0.1081
C 2.9728 1.8237 -2.8583 0.03 0.02 0.00 -0.7343
C 4.0361 1.7849 -3.7488 -0.02 0.01 0.02 -0.4139
C 4.0395 0.8520 -4.7773 -0.02 -0.03 -0.02 -0.5789
C 2.9823 -0.0355 -4.9089 0.00 0.00 0.02 -0.3766
H -5.4305 1.7517 2.4398 -0.02 -0.02 -0.03 0.3070
H -4.4699 3.2114 2.0945 -0.02 0.01 -0.02 0.3488
H -3.4358 0.6820 3.1460 -0.04 -0.01 -0.02 0.5830
H -2.9281 2.5905 4.7268 0.01 0.00 0.00 0.4026
H -1.1473 4.1422 5.4346 0.01 0.00 0.00 0.3770
H 0.6791 4.7278 3.8695 0.00 0.00 0.00 0.3905
H 0.7085 3.7464 1.5959 -0.01 0.00 0.00 0.4109
H -1.0670 2.1626 0.9026 0.08 0.04 0.00 0.1539
H -5.8283 0.7456 -1.3051 0.01 0.00 0.01 0.4705
H -5.9162 -0.0336 -3.6805 0.00 0.00 0.01 0.4244
H -3.7520 -0.5913 -4.8100 0.01 0.00 0.01 0.4783
H 1.1616 -1.9830 -4.1556 -0.01 -0.02 0.00 0.4472
H -0.0928 -1.6507 -6.1375 -0.04 -0.01 0.01 0.2977
H 0.3791 0.0656 -6.1215 -0.04 0.02 -0.01 0.3738
H 1.0829 0.9464 -2.2842 0.09 0.05 0.03 0.0948
H 2.9700 2.5448 -2.0501 -0.01 -0.01 0.00 0.4281
H 4.8630 2.4756 -3.6424 -0.01 0.00 0.01 0.3848
H 4.8683 0.8124 -5.4729 -0.01 0.00 0.00 0.3726
H 2.9893 -0.7717 -5.7067 0.03 0.02 0.00 0.3996
C 0.4605 -0.3476 2.8872 0.01 0.02 0.05 -1.2358
As 0.8852 -0.7135 1.0175 0.28 -0.03 0.33 1.1266
C 2.7984 -0.3198 1.0647 0.00 0.04 0.03 -1.3803
C 0.9488 -2.6962 1.0832 0.05 -0.06 0.01 -1.5861
C 1.8284 -3.2906 2.1373 -0.04 0.02 -0.06 0.7733
C 1.3354 -3.5623 3.4128 0.00 -0.01 0.01 -0.3008
C 2.1572 -4.0835 4.4015 0.01 -0.01 -0.01 -0.6401
C 3.4932 -4.3469 4.1323 -0.01 0.01 -0.02 -0.4340
C 3.9961 -4.0893 2.8641 -0.01 -0.01 0.03 -0.6221
C 3.1705 -3.5680 1.8791 0.00 0.01 0.00 -0.3010
H 1.1302 -0.8523 3.5836 0.03 -0.02 -0.04 0.4995
H -0.5689 -0.6585 3.0711 0.01 0.02 0.00 0.2613
H 0.5206 0.7298 3.0363 0.00 0.01 0.03 0.2672
H 3.3019 -0.8298 1.8857 0.00 0.00 0.00 0.4472
H 2.9087 0.7583 1.1838 0.02 0.00 -0.01 0.3846
H 3.2472 -0.6084 0.1143 0.01 0.00 0.00 0.3190
H 1.2604 -3.0063 0.0851 0.00 0.00 -0.01 0.5248
H -0.0892 -3.0058 1.2100 -0.01 0.01 0.00 0.5041
H 0.2914 -3.3635 3.6270 0.01 0.00 0.01 0.3713
H 1.7533 -4.2892 5.3850 -0.01 0.00 -0.01 0.3753
H 4.1349 -4.7550 4.9025 0.00 0.00 0.00 0.3734
H 5.0351 -4.2989 2.6423 0.00 0.01 -0.01 0.3750
H 3.5681 -3.3726 0.8894 0.01 0.00 0.01 0.3556
```
Positions in Å, forces in eV/Å.

Output
**LUMO energy**: 0.05 eV
**Strongest force on any atom**: 0.599 eV/A
**Orbital gap**: 6.04 eV
**Multiplicity**: 1

***

Record 3
C23H27B2F5N4O4Te2Ti as an isolated structure, computed with the ωB97M-V functional and the def2-TZVPD basis.

```
68
Properties=species:S:1:pos:R:3:forces:R:3:nbo_charge:R:1
Ti -0.0127 -0.0242 -0.5621 1.18 0.45 -1.25 1.2548
C -0.2982 3.9823 0.9769 0.05 0.00 0.01 -0.6472
C -0.4742 2.6656 0.2873 -0.06 -0.18 0.02 0.0967
N 0.4545 1.6798 0.3380 -0.35 0.60 0.16 -0.3924
O 1.5000 1.8512 1.2416 0.22 -0.11 0.07 -0.5891
B 2.5319 0.8330 1.0004 -0.11 0.21 0.27 1.2637
F 2.9619 0.9089 -0.3321 0.16 -0.15 -0.09 -0.5271
F 3.5994 1.0616 1.8777 -0.15 -0.02 -0.03 -0.5495
O 2.0644 -0.6040 1.2377 -0.26 0.13 0.20 -0.6017
N 0.6495 -0.7992 1.3883 0.00 -0.18 0.19 -0.2676
C 0.2512 -2.2191 1.3377 -0.31 0.22 0.19 -0.0133
C 0.7321 -3.0967 2.4549 0.14 0.03 -0.01 -0.6518
C -0.7714 -2.5112 0.4749 0.34 0.11 -0.04 0.2260
N -1.0171 -1.6677 -0.5732 -1.13 -0.35 0.55 -0.5187
O -2.2557 -1.8289 -1.2284 -0.30 -0.06 0.32 -0.6004
B -3.1780 -0.7153 -0.9302 0.00 0.10 -0.14 1.2728
F -3.3196 -0.5657 0.4848 -0.05 -0.03 -0.15 -0.5649
F -4.4140 -1.0257 -1.5091 0.12 0.00 -0.01 -0.5519
O -2.7610 0.5980 -1.5271 -0.12 -0.14 0.11 -0.5714
N -1.6009 1.0599 -0.9366 -0.16 0.26 0.83 -0.3361
C -1.6117 2.3274 -0.4346 -0.07 -0.05 -0.01 0.0542
C -2.7720 3.2603 -0.6139 0.02 -0.08 -0.07 -0.6439
C -1.6101 -3.7418 0.5971 -0.02 -0.10 -0.05 -0.6524
H 0.5604 3.9317 1.6429 -0.01 0.01 0.01 0.2435
H -1.1847 4.2464 1.5614 0.03 -0.01 -0.02 0.2011
H -0.1256 4.7905 0.2565 -0.01 -0.01 0.02 0.1990
H 1.7562 -2.8211 2.7212 -0.02 0.00 -0.02 0.2204
H 0.7551 -4.1422 2.1449 0.00 -0.01 0.02 0.2065
H 0.1265 -3.0251 3.3689 0.01 0.02 -0.02 0.1916
H -3.5227 2.7819 -1.2390 -0.01 0.00 0.00 0.2470
H -2.4616 4.1989 -1.0859 -0.02 -0.02 0.01 0.1941
H -3.2374 3.5127 0.3453 0.01 0.00 -0.01 0.1982
H -1.1286 -4.4956 1.2180 -0.03 0.01 0.01 0.1994
H -1.8255 -4.1469 -0.3905 0.01 -0.03 -0.01 0.2324
H -2.5692 -3.4674 1.0442 0.01 -0.01 -0.02 0.2344
C 2.0717 -7.1813 -5.0578 0.00 0.02 0.04 -0.6182
C 2.0384 -5.9272 -4.2186 0.01 -0.04 -0.03 -0.0357
C 0.9127 -5.1224 -4.1688 0.00 0.08 0.03 -0.2284
C 0.8684 -3.9457 -3.4182 -0.10 0.05 -0.03 -0.0390
C -0.4231 -3.1701 -3.4088 0.11 -0.28 -0.12 -0.6507
C 2.0105 -3.5393 -2.7042 -0.15 -0.12 0.16 -0.1672
Te 2.1224 -1.6908 -1.5915 1.00 -0.46 -0.85 0.4039
C 3.1463 -4.3709 -2.7066 -0.03 -0.08 -0.08 -0.0528
C 4.4078 -4.1060 -1.9069 -0.08 -0.07 -0.10 -0.6408
C 3.1364 -5.5438 -3.4652 0.10 0.08 0.07 -0.2433
H 1.1185 -7.3379 -5.5665 0.03 0.01 0.03 0.2053
H 2.2778 -8.0657 -4.4481 -0.01 0.02 -0.01 0.2027
H 2.8528 -7.1235 -5.8210 -0.02 0.00 0.01 0.2035
H 0.0244 -5.4141 -4.7234 0.01 0.02 0.01 0.1914
H -1.2724 -3.8492 -3.5218 0.04 0.01 0.02 0.1998
H -0.4563 -2.4438 -4.2210 0.02 -0.03 -0.04 0.2365
H -0.5573 -2.6036 -2.4969 -0.02 -0.02 0.07 0.2657
H 4.3821 -3.1665 -1.3653 -0.02 0.04 0.01 0.2404
H 5.2791 -4.0839 -2.5675 -0.03 -0.01 0.01 0.2036
H 4.5629 -4.9112 -1.1836 0.00 0.02 -0.01 0.2043
H 4.0245 -6.1752 -3.4577 -0.04 0.04 0.00 0.1830
Te 0.8945 0.0882 -3.2060 0.21 0.22 0.05 -0.3006
F -1.3195 1.2767 6.1469 -0.03 0.06 0.09 -0.3561
C -0.8126 0.7857 4.9791 -0.05 0.00 -0.01 0.3567
C -1.6640 0.5986 3.9116 -0.12 0.01 -0.03 -0.2768
C -1.1446 0.0966 2.7295 -0.31 0.00 -0.10 -0.2184
C 0.2004 -0.2165 2.6470 -0.07 -0.21 -0.41 0.2492
C 1.0419 -0.0106 3.7205 0.21 0.00 0.07 -0.2418
C 0.5295 0.5006 4.9074 0.17 -0.02 0.03 -0.2849
H -2.7135 0.8483 4.0022 0.02 0.00 -0.02 0.2198
H -1.7873 -0.0574 1.8632 0.04 0.03 0.13 0.2742
H 2.0982 -0.2175 3.6151 -0.02 0.02 -0.01 0.2481
H 1.1686 0.6869 5.7615 -0.02 -0.01 -0.01 0.2099
```
Positions in Å, forces in eV/Å.

Output
**Net charge**: -2
**LUMO energy (spin up / spin down)**: 4.11 / 4.11 eV
**Strongest force on any atom**: 1.775 eV/A
**Orbital gap (spin up / spin down)**: 4.75 / 5.10 eV
**Multiplicity**: 1

***

Record 4
One molecule with the formula C5H8O, computed with the ωB97M-V functional and the def2-TZVPD basis.

```
14
Properties=species:S:1:pos:R:3:forces:R:3:nbo_charge:R:1
C -0.5113 -0.3682 1.3620 -0.99 -0.71 -0.14 -0.3378
C -0.5105 -0.3147 0.0227 -0.26 -0.20 0.44 -0.0544
C -0.1986 -1.4898 -0.8701 0.05 -0.07 0.00 -0.6393
C -0.3248 1.0944 -0.4817 0.08 -0.15 0.08 -0.5450
C 1.0513 1.3614 0.1732 0.45 0.44 0.42 0.4438
O 1.3068 1.0701 1.3164 0.66 0.93 -0.75 -0.5026
H -0.8712 0.4670 1.9561 0.27 -0.08 -0.14 0.1945
H -0.0694 -1.1808 1.9294 -0.62 -0.39 -0.13 0.1991
H 0.4498 -1.2451 -1.7218 -0.07 0.10 0.21 0.2034
H -1.1224 -1.9077 -1.2932 0.16 0.12 0.06 0.2224
H 0.2825 -2.2917 -0.2998 -0.09 0.09 -0.04 0.2195
H -0.2837 1.2428 -1.5689 0.04 -0.21 0.28 0.2203
H -1.0620 1.8089 -0.0795 0.30 -0.23 0.04 0.2506
H 1.8633 1.7534 -0.4447 0.02 0.39 -0.34 0.1256
```
Positions in Å, forces in eV/Å.

Output
**LUMO energy**: 0.79 eV
**SMILES**: C=C(C)CC=O
**Strongest force on any atom**: 1.365 eV/A
**Orbital gap**: 9.36 eV
**Multiplicity**: 1

***

Record 5
C36H46BInN10S as an isolated structure, computed with the ωB97M-V functional and the def2-TZVPD basis.

```
95
Properties=species:S:1:pos:R:3:forces:R:3:nbo_charge:R:1
In 0.7894 1.1347 -0.2618 -0.01 -0.49 -0.15 0.7659
C -0.2011 -4.5779 1.0733 0.02 0.02 -0.21 -0.6466
C 0.3977 -3.2508 1.3885 0.14 0.16 0.03 0.1989
C 1.0348 -2.8910 2.5558 -0.15 0.48 0.42 -0.3502
C 1.4010 -1.5329 2.3922 0.00 -0.47 -0.31 0.1396
N 1.0264 -1.1292 1.1700 -0.03 0.47 0.20 -0.3781
N 0.4255 -2.1669 0.5712 -0.24 -0.59 -0.14 -0.2996
B 0.1201 -2.1954 -0.9641 -0.05 0.17 0.20 0.5330
N 1.3110 -1.6917 -1.7782 -0.06 -0.41 -0.16 -0.3544
N 1.8376 -0.4396 -1.7330 -0.28 0.60 0.47 -0.4769
C 2.8524 -0.3928 -2.5889 0.10 -0.21 -0.17 0.2195
C 2.9914 -1.6453 -3.2086 -0.09 0.05 0.11 -0.3473
C 2.0025 -2.4401 -2.6737 0.19 0.16 -0.10 0.2301
C 1.7163 -3.8663 -2.9990 -0.08 0.00 0.07 -0.6458
C 3.7150 0.8142 -2.8477 0.07 0.10 -0.02 -0.0881
C 3.2926 2.0217 -2.0136 -0.03 -0.21 -0.05 -0.5983
C 3.6084 1.1806 -4.3361 0.00 0.02 0.08 -0.5913
C 5.1688 0.4574 -2.5009 -0.06 0.06 0.00 -0.5912
N -1.1912 -1.4212 -1.3094 -0.10 -0.39 0.00 -0.3098
N -1.2205 -0.0832 -1.4835 0.14 0.25 0.17 -0.3925
C -2.3842 0.2164 -2.0659 -0.08 -0.41 -0.04 0.1467
C -3.1234 -0.9712 -2.2591 -0.15 0.38 0.19 -0.3608
C -2.3358 -1.9880 -1.7559 -0.04 0.20 -0.12 0.2142
C -2.6698 -3.4398 -1.7324 0.19 -0.06 0.01 -0.6490
C -2.6694 1.5852 -2.6305 -0.07 0.15 0.08 -0.0618
C -2.6299 2.6675 -1.5180 -0.03 -0.48 0.02 -0.4182
C -1.5543 1.9090 -3.6378 -0.07 0.11 0.04 -0.5832
C -4.0143 1.5999 -3.3645 0.13 0.03 0.05 -0.6184
C 2.3553 -0.7264 3.2346 -0.04 0.16 0.14 -0.0629
C 2.7369 -1.4901 4.5064 -0.01 0.09 -0.08 -0.6186
C 3.6250 -0.4976 2.3971 -0.02 0.09 0.12 -0.5830
C 1.7640 0.6667 3.5747 -0.19 -0.35 -0.11 -0.4153
H 0.0052 -5.2690 1.8873 0.00 0.01 0.01 0.2402
H 0.2065 -4.9981 0.1548 -0.01 -0.02 0.01 0.2437
H -1.2812 -4.5058 0.9550 -0.05 -0.02 -0.03 0.2254
H 1.2264 -3.5333 3.4002 0.02 0.01 -0.02 0.2432
H -0.0504 -3.3301 -1.2626 -0.12 -0.02 0.08 -0.0210
H 3.7153 -1.9401 -3.9493 0.00 0.02 0.01 0.2419
H 2.4296 -4.2097 -3.7438 0.01 -0.01 -0.01 0.2438
H 0.7115 -3.9886 -3.4052 0.02 -0.03 0.00 0.2288
H 1.8079 -4.5033 -2.1184 -0.01 -0.01 -0.03 0.2284
H 2.2660 2.3218 -2.2490 0.03 0.07 0.01 0.1963
H 3.9430 2.8672 -2.2353 -0.01 0.03 0.02 0.2388
H 3.3760 1.8093 -0.9426 0.02 0.07 -0.01 0.1975
H 2.5686 1.3645 -4.6135 0.01 0.01 -0.03 0.2098
H 3.9966 0.3829 -4.9687 -0.03 -0.01 -0.01 0.2202
H 4.1837 2.0850 -4.5396 0.02 -0.02 -0.02 0.2202
H 5.2460 0.1232 -1.4644 0.03 0.00 0.00 0.2099
H 5.8086 1.3318 -2.6292 0.01 -0.01 -0.02 0.2202
H 5.5454 -0.3356 -3.1462 0.00 -0.02 0.02 0.2203
H -4.0747 -1.0913 -2.7515 0.01 0.01 0.01 0.2429
H -3.6122 -3.6007 -2.2506 -0.01 0.01 0.00 0.2400
H -2.7777 -3.8076 -0.7130 0.01 -0.04 0.04 0.2254
H -1.9018 -4.0372 -2.2227 -0.03 -0.01 0.01 0.2443
H -1.7419 2.5153 -0.9020 -0.01 0.07 0.07 0.2282
H -4.2021 1.6161 -0.3977 -0.09 0.06 -0.45 0.1267
H -2.5185 3.6357 -2.0147 -0.05 0.13 0.10 0.2630
H -0.5852 1.9733 -3.1406 0.02 0.02 -0.02 0.2122
H -1.7638 2.8555 -4.1383 0.05 0.03 0.00 0.2201
H -1.4969 1.1289 -4.3968 0.02 -0.02 0.03 0.2330
H -4.8408 1.2350 -2.7510 -0.02 0.01 0.02 0.1977
H -3.9622 0.9714 -4.2530 -0.03 -0.01 0.01 0.2422
H -4.2511 2.6136 -3.6914 -0.02 0.01 -0.03 0.2263
H 3.3277 -2.3693 4.2512 -0.02 -0.02 0.03 0.2414
H 1.8723 -1.8296 5.0815 -0.02 0.02 0.01 0.1981
H 3.3495 -0.8588 5.1516 0.03 -0.01 0.02 0.2267
H 4.0378 -1.4521 2.0706 -0.03 0.01 -0.03 0.2323
H 4.3805 0.0133 2.9957 0.03 0.04 -0.03 0.2200
H 3.4046 0.1008 1.5118 0.03 0.01 -0.01 0.2129
H 0.0077 -0.2649 4.5215 0.53 -0.12 0.15 0.1292
H 1.3572 1.1147 2.6660 -0.02 0.07 0.03 0.2300
H 2.5949 1.2958 3.9058 -0.05 0.14 0.07 0.2600
S -2.7131 5.5197 4.4836 -0.01 0.11 0.02 1.0192
N -1.7709 4.2729 4.8650 0.14 -0.08 0.14 -0.5952
C -1.9162 3.3686 3.9203 -0.38 0.22 -0.25 0.1687
C -1.2085 2.0936 3.8518 0.44 -0.08 0.31 -0.1027
C -0.1810 1.8624 4.7009 -0.31 0.07 -0.33 -0.0937
C 0.7277 0.7151 4.6963 0.30 0.13 -0.23 -0.1968
C -1.0064 -0.9178 3.8774 -1.67 0.74 -0.70 0.3269
N -1.7439 -0.2021 3.2309 1.07 -1.12 0.54 -0.3138
C -1.8087 1.1352 2.9268 -0.48 0.84 -0.64 0.1733
C -2.6774 1.5262 1.9314 0.74 0.20 0.74 0.1708
N -3.4272 0.5496 1.3160 -0.57 -0.31 -1.12 -0.3186
C -4.1264 0.4950 0.3244 0.47 -0.20 1.52 0.3086
C -3.8694 2.7959 -0.6388 0.31 0.27 -0.26 -0.1699
C -3.7004 3.4325 0.6629 0.24 -0.16 0.31 -0.1126
C -3.0576 2.9226 1.7382 -0.19 0.23 -0.44 -0.0698
C -2.8167 3.7687 2.9019 0.27 -0.10 0.45 0.0841
N -3.3259 4.9650 3.1029 -0.14 0.05 -0.15 -0.5752
H -0.0117 2.6293 5.4502 0.08 0.00 0.02 0.2681
H 1.1815 0.5556 5.6730 -0.16 -0.32 0.05 0.2667
H -1.2333 -1.8333 4.4062 0.63 -0.33 0.01 0.2805
H -4.9770 -0.1413 0.1194 0.02 -0.04 -0.64 0.2785
H -4.7113 3.2113 -1.1903 -0.21 -0.34 0.02 0.2662
H -4.1123 4.4293 0.7867 0.02 0.04 -0.08 0.2703
```
Positions in Å, forces in eV/Å.

Output
**Net charge**: +2
**LUMO energy**: -8.57 eV
**Strongest force on any atom**: 1.957 eV/A
**Orbital gap**: 4.45 eV
**Multiplicity**: 1

***

Record 6
One molecule with the formula C3H6N2O3S2, computed with the ωB97M-V functional and the def2-TZVPD basis.

```
16
Properties=species:S:1:pos:R:3:forces:R:3:nbo_charge:R:1
N 1.8244 -0.0879 1.3737 -0.74 0.72 -0.42 -0.8008
C 0.7996 0.6728 0.9297 -0.86 -0.86 -1.53 0.6713
O 0.3002 1.7029 1.3578 1.25 -0.98 0.12 -0.6018
C 0.1288 -0.0088 -0.3525 -0.22 1.56 3.50 -0.2190
C -0.8734 0.9231 -0.9339 -0.84 2.88 0.01 -0.5768
S -2.4945 0.8355 -0.0912 0.04 1.29 1.23 -0.0220
N 0.8841 -1.0550 -1.0297 0.63 0.16 -1.43 -0.8641
S -0.4128 -1.6617 -0.1638 1.05 -0.25 -1.19 2.2567
O -1.5853 -1.9317 -0.9250 -0.55 -0.38 -0.20 -0.8896
O 0.0862 -2.5720 0.8200 -0.37 0.29 0.33 -0.8744
H 2.0891 -0.9635 0.9428 -0.21 0.33 -0.08 0.4313
H 2.3480 0.2667 2.1202 0.79 0.30 1.19 0.4035
H -1.1242 0.7457 -1.9591 0.23 -0.33 -0.67 0.2404
H -0.6503 2.0761 -0.8168 0.33 -2.61 -0.33 0.2841
H -2.2780 1.9393 0.7708 -0.21 -1.40 -1.01 0.1540
H 0.9580 -0.8815 -2.0429 -0.30 -0.73 0.48 0.4070
```
Positions in Å, forces in eV/Å.

Output
**LUMO energy**: 0.17 eV
**SMILES**: NC(=O)[C@@]1(CS)NS1(=O)=O
**Strongest force on any atom**: 3.840 eV/A
**Orbital gap**: 9.49 eV
**Multiplicity**: 1

***

The records above yield electronic energy values of -34655.314, -106586.748, -91090.250, -7360.107, -69647.879, -33999.147 eV, respectively.